{"formula": "C21H17Cl2N5O3S", "method": "the ωB97M-V functional and the def2-TZVPD basis", "smiles": "CCn1cnnc1-c1cc(Cl)nc(Oc2cccc(NS(=O)(=O)c3ccc(Cl)cc3)c2)c1", "gap_ev": 8.83, "energy_ha": -2628.493711, "de_lowest_ev": 0.000, "symbols": ["C", "C", "N", "C", "N", "N", "C", "C", "C", "C", "Cl", "N", "C", "O", "C", "C", "C", "C", "C", "N", "S", "O", "O", "C", "C", "C", "C", "Cl", "C", "C", "C", "C", "H", "H", "H", "H", "H", "H", "H", "H", "H", "H", "H", "H", "H", "H", "H", "H", "H"], "positions_angstrom": [[1.4028, -3.7340, 0.4573], [2.7897, -3.8628, -0.1658], [3.8015, -3.1359, 0.6492], [4.7593, -3.7067, 1.4612], [5.2768, -2.8347, 2.2713], [4.7573, -1.6052, 1.8869], [3.9219, -1.7603, 0.9019], [3.2054, -0.6094, 0.2658], [2.6811, -0.6622, -1.0464], [1.8312, 0.3364, -1.5356], [1.1699, 0.1665, -3.1607], [1.5300, 1.3908, -0.7813], [2.0022, 1.4538, 0.4752], [1.5347, 2.4516, 1.3114], [0.1687, 2.5032, 1.5943], [-0.4758, 3.7186, 1.8835], [-1.8606, 3.7691, 2.1262], [-2.6735, 2.6539, 1.9717], [-2.0333, 1.4201, 1.6463], [-2.8377, 0.2772, 1.4866], [-2.6448, -0.6952, 0.0786], [-1.2638, -1.1612, 0.0052], [-3.6602, -1.7398, 0.1429], [-3.0428, 0.4742, -1.2447], [-2.0638, 1.4186, -1.5365], [-2.2609, 2.2307, -2.6318], [-3.4110, 2.1200, -3.4320], [-3.6122, 3.2173, -4.7918], [-4.3707, 1.1732, -3.1138], [-4.1876, 0.3258, -2.0214], [-0.6369, 1.3842, 1.5284], [2.8521, 0.4829, 1.0298], [1.3620, -4.3117, 1.3863], [1.1748, -2.6948, 0.6932], [0.6764, -4.1664, -0.2452], [3.0439, -4.9276, -0.2342], [2.8037, -3.5328, -1.1864], [4.8743, -4.7947, 1.5049], [2.9946, -1.4759, -1.7175], [0.1397, 4.5837, 2.0509], [-2.3515, 4.7397, 2.3936], [-3.7497, 2.6910, 2.0180], [-3.8497, 0.4579, 1.5452], [-1.1465, 1.4955, -0.9764], [-1.5004, 2.9795, -2.8678], [-5.2156, 1.0513, -3.7380], [-4.9254, -0.4686, -1.8088], [-0.1453, 0.4245, 1.3976], [3.1657, 0.4886, 2.0728]], "mulliken_charge": [-0.600, -0.552, 0.146, 0.027, -0.709, -0.324, -0.168, 0.941, -0.416, 0.023, -0.202, -0.417, 0.087, -0.462, 0.558, -0.713, -0.653, -0.705, 0.373, -0.281, 1.026, -0.434, -0.694, 0.027, 0.040, -0.718, 0.070, -0.208, -0.479, -0.388, -0.271, -0.381, 0.367, -0.014, 0.348, 0.371, 0.235, 0.380, 0.496, 0.463, 0.305, 0.350, 0.365, 0.335, 0.427, 0.479, 0.432, 0.591, 0.530]}

=====

{"formula": "C2H6N3O2", "method": "the ωB97M-V functional and the def2-TZVPD basis", "total_charge": -1, "smiles": "NN(N)CC(=O)[O-]", "gap_ev": 8.43, "energy_ha": -394.538455, "de_lowest_ev": 3.312, "symbols": ["N", "N", "N", "C", "C", "O", "O", "H", "H", "H", "H", "H", "H"], "positions_angstrom": [[-0.9024, 0.0155, 1.2438], [-0.8367, -0.0743, -0.1317], [-1.3378, 1.1660, -0.6977], [0.5557, -0.2265, -0.7101], [1.5352, -1.2006, -0.0036], [1.2554, -1.5263, 1.1442], [2.4588, -1.6300, -0.6659], [-0.6500, 0.9078, 1.7730], [-0.1076, -0.6254, 1.4908], [-2.3102, 1.1314, -0.7269], [-1.0503, 1.9701, -0.1682], [0.3416, -0.6432, -1.7279], [1.0483, 0.7354, -0.8198]], "mulliken_charge": [-0.735, 0.050, -0.553, -0.275, 0.580, -0.778, -0.715, 0.169, 0.450, 0.226, 0.211, 0.165, 0.206]}

=====

{"formula": "C8H10OS", "method": "the ωB97M-V functional and the def2-TZVPD basis", "smiles": "C=C[C@@H](O)c1sccc1C", "gap_ev": 9.39, "energy_ha": -784.219813, "de_lowest_ev": 0.074, "symbols": ["C", "C", "C", "O", "C", "S", "C", "C", "C", "C", "H", "H", "H", "H", "H", "H", "H", "H", "H", "H"], "positions_angstrom": [[3.0040, -0.2626, 0.3133], [1.8898, 0.4439, 0.2966], [0.7635, 0.2433, 1.2598], [0.2626, 1.4581, 1.7694], [-0.4972, -0.4726, 0.4684], [-0.8326, -2.1157, 0.8758], [-2.0095, -2.2049, -0.3759], [-2.1178, -1.0351, -1.0507], [-1.2368, -0.0233, -0.5779], [-1.1619, 1.3449, -1.1646], [3.8061, -0.0853, -0.3826], [3.1559, -1.0612, 1.0224], [1.7358, 1.2483, -0.4095], [1.0418, -0.4452, 2.0656], [0.9658, 1.9164, 2.2418], [-2.5435, -3.1219, -0.5251], [-2.7942, -0.8902, -1.8751], [-0.7154, 2.0300, -0.4513], [-0.5591, 1.3348, -2.0757], [-2.1573, 1.6983, -1.4248]], "mulliken_charge": [-0.787, 0.013, -0.255, -0.525, 0.346, -0.201, -0.433, -0.603, 0.489, -1.429, 0.274, 0.257, 0.269, 0.447, 0.315, 0.425, 0.391, 0.313, 0.262, 0.431]}

=====

no.,E_LUMO (eV)
1,-0.09
2,4.35
3,0.82